Computed, not measured: C24H19N3O6PReS as an isolated structure, with the ωB97M-V functional and the def2-TZVPD basis.

For the HOMO energy (alpha / beta), the calculation gives -11.309 / -11.286 eV. The expectation value of S² is 0.77. Its spin multiplicity is 2. Its charge is +1. The HOMO-LUMO gap (alpha / beta) comes out at 7.305 / 6.599 eV.

XYZ file:
```
55
Properties=species:S:1:pos:R:3:lowdin_charge:R:1
Re 0.827 -0.806 -0.373 1.31
O -1.835 -4.101 4.154 0.14
C -1.227 -4.169 2.957 -0.47
O -1.376 -5.141 2.260 0.13
C -0.355 -3.060 2.564 -0.06
C 0.386 -2.223 3.326 -0.02
N 1.272 -1.534 2.598 0.01
N 1.217 -1.863 1.246 -0.11
C 0.128 -2.926 1.150 -0.33
C 1.012 -3.794 -1.005 -0.45
O 0.329 -4.753 -1.624 0.14
O 1.552 -2.837 -1.485 0.07
H -1.757 -3.218 4.533 0.11
H 0.390 -2.126 4.403 0.15
H 1.965 -0.881 2.912 0.15
O 3.974 1.609 -1.198 0.16
C 2.895 1.281 -0.828 -0.58
O 2.467 -0.015 -0.929 -0.27
C 1.898 2.249 -0.163 -0.18
P 0.225 1.486 -0.028 0.94
C -0.626 2.321 -1.396 -0.38
C -1.455 3.427 -1.226 -0.08
C -1.963 4.093 -2.332 -0.06
C -1.632 3.678 -3.613 -0.05
C -0.771 2.604 -3.789 -0.05
C -0.268 1.932 -2.688 -0.16
C -0.535 1.832 1.569 -0.34
C 0.284 1.681 2.690 -0.12
C -0.223 1.888 3.961 -0.07
C -1.561 2.225 4.126 -0.06
C -2.386 2.343 3.018 -0.06
C -1.878 2.150 1.741 -0.08
H 1.848 3.148 -0.774 0.11
H 2.304 2.543 0.805 0.10
H -1.688 3.802 -0.239 0.10
H -2.611 4.948 -2.186 0.11
H -2.029 4.200 -4.473 0.12
H -0.487 2.287 -4.784 0.12
H 0.417 1.106 -2.855 0.08
H 1.328 1.412 2.569 0.09
H 0.425 1.792 4.823 0.11
H -1.959 2.391 5.118 0.11
H -3.432 2.587 3.143 0.12
H -2.548 2.207 0.893 0.11
S -1.215 -0.961 -1.820 0.76
C -1.517 -2.310 -0.756 -0.64
C -2.354 -3.497 -0.844 -0.03
C -1.851 -4.701 -0.580 0.02
C -0.408 -5.073 -0.355 -0.13
C 0.601 -4.170 0.405 -0.03
N -0.615 -2.143 0.163 -0.17
H -3.379 -3.388 -1.171 0.12
H -2.518 -5.552 -0.658 0.13
H -0.305 -6.126 -0.133 0.16
H 1.349 -4.736 0.954 0.18
```


Computed, not measured: C24H20AsO8ReSSi as an isolated structure, with the ωB97M-V functional and the def2-TZVPD basis.

For the HOMO energy (alpha / beta), the calculation gives -11.499 / -11.695 eV. The expectation value of S² is 4.07. Its spin multiplicity is 4. The value obtained for the energy above the lowest of the compared OMol25 structures with the same formula, charge and spin is 58.8 kcal/mol. Its charge is +1. The HOMO-LUMO gap (alpha / beta) comes out at 6.700 / 6.283 eV.

XYZ file:
```
56
Properties=species:S:1:pos:R:3:lowdin_charge:R:1
Re 0.360 -0.175 -1.008 1.56
O 3.182 -2.431 -0.822 -0.32
As 3.152 -1.005 -1.844 1.26
O 1.405 -1.371 -2.604 -0.43
O 2.286 0.046 -0.759 -0.66
C 0.995 -2.585 -3.115 -0.32
C 1.670 -3.156 -4.178 0.00
C 1.230 -4.367 -4.695 -0.04
C 0.116 -5.007 -4.170 -0.05
C -0.569 -4.435 -3.110 -0.02
C -0.126 -3.232 -2.583 -0.21
S -0.954 -2.525 -1.212 0.60
O 0.139 -2.170 -0.244 -0.40
O -1.995 -3.362 -0.750 -0.20
O -1.384 -1.129 -1.659 -0.41
H 3.916 -3.027 -1.027 0.05
H 2.519 -2.642 -4.610 0.12
H 1.761 -4.808 -5.528 0.12
H -0.221 -5.946 -4.586 0.12
H -1.439 -4.911 -2.679 0.13
O 0.101 1.412 -2.004 -0.36
O 0.935 2.386 -2.166 -0.08
C 0.183 -2.623 3.320 -0.04
C -1.088 -2.117 3.064 -0.05
C -1.226 -0.905 2.417 -0.08
C -0.087 -0.172 2.035 -0.31
C 1.191 -0.712 2.279 -0.11
C 1.320 -1.923 2.928 -0.05
Si -0.331 1.404 1.135 0.82
C 0.936 2.711 1.249 -0.28
C 0.834 3.817 0.394 -0.10
C 1.756 4.848 0.471 -0.05
C 2.776 4.792 1.411 -0.05
C 2.879 3.711 2.278 -0.06
C 1.970 2.671 2.195 -0.08
C -2.066 1.962 0.886 -0.29
C -2.924 1.508 -0.118 -0.09
C -4.230 1.968 -0.183 -0.06
C -4.693 2.880 0.755 -0.06
C -3.851 3.342 1.758 -0.06
C -2.542 2.893 1.819 -0.09
H 0.288 -3.577 3.820 0.12
H -1.964 -2.674 3.366 0.12
H -2.215 -0.513 2.208 0.11
H 2.075 -0.191 1.932 0.09
H 2.302 -2.335 3.117 0.12
H 0.031 3.875 -0.330 0.10
H 1.676 5.695 -0.197 0.11
H 3.491 5.602 1.476 0.11
H 3.664 3.684 3.022 0.11
H 2.049 1.843 2.887 0.10
H -2.584 0.794 -0.856 0.07
H -4.886 1.615 -0.967 0.11
H -5.714 3.236 0.702 0.11
H -4.211 4.057 2.486 0.11
H -1.889 3.277 2.596 0.11
```